# 1
ORCA calculation (ωB97M-V/def2-TZVPD) on ClNO2S in the gas phase in a non-equilibrium geometry.

Its relative energy (zero: lowest compared OMol25 entry of this formula, charge and spin) is 17.2 kcal/mol. The value obtained for the maximum force is 0.09680 hartree/bohr. The HOMO energy comes out at -9.81 eV. The charge is 0. For the calculated total energy, the calculation gives -1063.477235 hartree. The value obtained for the HOMO-LUMO gap is 0.3121 hartree.

Last column: Mulliken charge in e.
Element x y z (Å)
N: 0.865917 -0.014274 0.059573  0.887
O: 0.667713 -1.158176 -0.075460  -0.456
O: 1.792314 0.658509 0.032453  -0.461
S: -1.026411 1.018014 0.024553  0.088
Cl: -2.299531 -0.504074 -0.041119  -0.057

Forces on atoms 1 to 3 (eV/Å):
-4.920 -0.014 -0.757
0.383 -1.712 0.212
2.733 2.034 0.313

---

# 2
ORCA calculation (ωB97M-V/def2-TZVPD) on a molecular structure, C23H23N7PdS.

The value obtained for the maximum force is 0.01599 hartree/bohr. The HOMO energy comes out at -6.27 eV. The charge is 0. For the calculated total energy, the calculation gives -1799.681488 hartree. The value obtained for the HOMO-LUMO gap is 0.2383 hartree.

Last column: Mulliken charge in e.
Element x y z (Å)
Pd: -0.032795 1.519061 1.311292  0.089
C: -2.043832 2.472624 -1.066824  -1.052
N: -0.990215 3.176920 -0.351143  -0.084
C: 0.068582 3.736362 -1.179592  -1.047
C: 1.188063 2.759162 -1.402864  0.436
N: 1.640003 1.960352 -0.489429  -0.166
C: 2.667407 1.246380 -1.098005  0.385
C: 3.477141 0.240923 -0.573936  -0.377
C: 4.427962 -0.311529 -1.409714  -0.680
C: 4.576141 0.121919 -2.739385  -0.389
C: 3.777158 1.117349 -3.270178  -1.056
C: 2.821878 1.665287 -2.419885  0.467
N: 1.853788 2.645571 -2.594287  -0.062
C: -1.716836 1.019642 -1.256608  0.286
N: -1.147793 0.284729 -0.350682  0.281
C: -1.066612 -0.990240 -0.906911  0.226
C: -0.553448 -2.166213 -0.366104  -0.057
C: -0.607444 -3.306144 -1.142998  -0.809
C: -1.162234 -3.285128 -2.434829  -0.416
C: -1.680890 -2.126587 -2.980530  -1.136
C: -1.621447 -0.985667 -2.186539  0.442
N: -2.031608 0.324425 -2.389751  -0.049
H: -2.257699 2.924938 -2.044652  0.252
H: -2.955754 2.537259 -0.471652  0.393
H: -1.373311 3.869811 0.271702  0.244
H: 0.473529 4.609081 -0.666015  0.427
H: -0.308652 4.077511 -2.153142  0.225
H: 3.340197 -0.074921 0.453510  0.438
H: 5.075625 -1.095844 -1.039395  0.416
H: 5.333493 -0.335466 -3.363164  0.374
H: 3.891886 1.444935 -4.295690  0.380
H: 1.670116 3.170365 -3.430374  0.203
H: -0.145021 -2.168531 0.635512  0.284
H: -0.222393 -4.239202 -0.752228  0.438
H: -1.187831 -4.198966 -3.014533  0.374
H: -2.110113 -2.115395 -3.974421  0.395
H: -2.495461 0.692113 -3.200878  0.214
N: 2.096781 0.540711 2.928793  -0.455
C: 0.660323 0.582695 2.986958  0.092
S: -0.126470 2.004732 3.624700  -0.355
N: 0.236801 -0.756272 3.137618  -0.141
C: -1.039302 -1.304098 3.214255  0.393
C: -1.128166 -2.701433 3.259191  -0.236
C: -2.355535 -3.337336 3.315255  -0.512
C: -3.530502 -2.595023 3.329179  -0.577
C: -3.442052 -1.211315 3.281490  -0.710
C: -2.217755 -0.557344 3.219965  -0.376
H: 2.455466 1.479034 3.037065  0.253
H: 2.475598 -0.045395 3.665451  0.205
H: 0.954690 -1.422581 2.904269  0.327
H: -0.215582 -3.290468 3.255621  0.369
H: -2.391962 -4.419482 3.350078  0.366
H: -4.493029 -3.087235 3.375475  0.392
H: -4.347154 -0.614840 3.287073  0.363
H: -2.163705 0.518787 3.171899  0.312

Forces on atoms 1 to 3 (eV/Å):
-0.062 0.329 0.751
0.051 -0.039 0.000
0.030 -0.131 -0.063

---

# 3
ORCA calculation (ωB97M-V/def2-TZVPD) on a molecular structure, C18H60Li2N13O13 in a non-equilibrium geometry.

The value obtained for the maximum force is 0.11445 hartree/bohr. The HOMO energy comes out at -9.45 eV. The charge is +1. For the calculated total energy, the calculation gives -2426.543146 hartree. The value obtained for the HOMO-LUMO gap is 0.1621 hartree.

Last column: Mulliken charge in e.
Element x y z (Å)
Li: -4.626720 -4.337081 5.401751  0.961
Li: -6.992486 -0.515752 2.928326  0.888
C: -2.714979 -2.171432 0.289396  -1.024
C: -2.894443 -1.526699 1.660253  0.653
C: -2.823561 -0.028183 1.509384  -1.149
O: -3.990556 -2.098577 2.376761  -1.017
H: -1.721522 -1.984203 -0.118154  0.368
H: -3.442917 -1.774654 -0.418271  0.194
H: -2.758688 -3.258549 0.355405  0.280
H: -2.024304 -1.692090 2.295563  -0.024
H: -3.397153 0.268133 0.631157  0.184
H: -1.860116 0.450960 1.335321  0.357
H: -3.211582 0.467349 2.399311  0.302
C: -0.145394 5.638368 4.475805  0.675
O: -0.779271 4.684892 4.807493  -0.663
N: -0.203268 6.714380 5.177650  -0.384
N: 0.500325 5.661648 3.323368  -0.367
H: -0.700401 6.665997 6.055521  0.220
H: 0.284554 7.546070 4.876976  0.165
H: 0.630880 4.864284 2.717344  0.203
H: 0.935631 6.512540 2.996867  0.154
C: -0.751733 2.308369 -3.201975  0.689
O: -0.787904 3.029785 -2.251532  -0.659
N: -1.060919 2.574576 -4.436953  -0.424
N: -0.258483 1.107103 -3.200335  -0.353
H: -1.483662 3.474908 -4.612415  0.224
H: -1.270927 1.779059 -5.022746  0.172
H: 0.079371 0.736461 -2.323652  0.198
H: -0.057695 0.660037 -4.083462  0.153
C: -6.726960 -4.094392 -3.250916  0.677
O: -7.506207 -4.515397 -4.030376  -0.606
N: -7.045827 -3.468240 -2.155796  -0.370
N: -5.445815 -4.394404 -3.229164  -0.387
H: -8.024181 -3.350526 -1.934267  0.208
H: -6.335336 -3.283398 -1.462166  0.123
H: -4.859988 -3.962012 -2.529206  0.157
H: -5.170325 -5.290777 -3.604310  0.206
C: 2.522259 -4.459318 -2.554775  0.658
O: 1.429616 -4.976366 -2.686399  -0.672
N: 3.268504 -4.913884 -1.561057  -0.416
N: 3.097315 -3.456510 -3.155770  -0.364
H: 4.230194 -4.611611 -1.498825  0.173
H: 2.935192 -5.787040 -1.178180  0.223
H: 2.618577 -3.038858 -3.940925  0.230
H: 4.054758 -3.213364 -2.945321  0.168
C: -0.904418 -1.709864 -7.379388  0.684
O: 0.151096 -1.195955 -7.079414  -0.641
N: -1.542794 -2.458118 -6.547340  -0.379
N: -1.532140 -1.801657 -8.520542  -0.413
H: -2.488942 -2.690563 -6.813556  0.138
H: -1.259124 -2.563389 -5.583726  0.193
H: -0.952962 -1.599889 -9.323004  0.214
H: -2.541973 -1.817053 -8.511438  0.208
C: -6.681656 2.731002 -3.550196  0.680
O: -7.699708 2.639569 -4.205751  -0.664
N: -6.003929 1.696422 -3.170143  -0.346
N: -6.152015 3.843779 -3.138332  -0.381
H: -5.049351 1.867309 -2.887851  0.143
H: -6.394660 0.770658 -3.272056  0.182
H: -6.678866 4.662177 -3.408067  0.218
H: -5.399796 3.876105 -2.465113  0.173
C: 4.714236 1.826039 4.515202  -1.953
C: 5.461954 0.900689 3.632331  1.544
C: 4.631535 0.683360 2.316067  -1.239
C: 4.931787 1.703851 1.124631  -0.698
C: 6.427094 1.896534 0.894013  -1.072
C: 7.242879 2.192389 2.242766  1.589
N: 6.834198 1.242902 3.280759  0.063
O: 7.581474 1.452845 4.431746  -0.435
C: 8.728867 2.019710 1.911125  -1.877
C: 7.027561 3.737360 2.536819  -1.854
C: 5.393035 -0.445409 4.430476  -1.749
H: 4.667374 2.832524 4.099397  0.334
H: 5.133738 1.894463 5.518906  0.546
H: 3.647672 1.653400 4.371215  0.483
H: 4.913476 -0.329903 2.029871  0.370
H: 3.560384 0.623722 2.508923  0.475
H: 4.486434 2.658684 1.404050  0.297
H: 4.532336 1.469820 0.137835  0.384
H: 6.429295 2.794617 0.276324  0.363
H: 6.867850 1.075568 0.328451  0.419
H: 9.138923 1.010586 1.951349  0.448
H: 9.007799 2.420069 0.936446  0.395
H: 9.383547 2.537832 2.611879  0.373
H: 7.405955 4.334012 1.706797  0.460
H: 5.997960 4.056700 2.698190  0.344
H: 7.611484 4.055118 3.400629  0.443
H: 4.499404 -0.622751 5.028869  0.362
H: 6.260436 -0.503234 5.088031  0.390
H: 5.385078 -1.246768 3.691650  0.377
H: 7.068172 2.207029 4.730639  0.415
O: -7.248021 1.907241 1.132632  -0.620
H: -6.508043 2.450042 0.860537  0.316
H: -7.999517 2.275706 0.668179  0.314
O: 0.492298 -5.132880 3.764825  -0.642
H: 0.216626 -4.225946 3.631786  0.310
H: 1.362209 -5.064039 4.158214  0.330
O: -0.952621 -7.664125 0.200426  -0.625
H: -0.411122 -7.004635 -0.233252  0.321
H: -1.628115 -7.880500 -0.442337  0.304
O: -5.399861 -6.758663 1.353823  -0.632
H: -5.141649 -5.837093 1.337471  0.315
H: -5.561178 -6.979001 0.436402  0.316
O: -3.771245 4.646295 0.520291  -0.631
H: -3.091648 4.342608 -0.081513  0.321
H: -3.712670 5.601100 0.486337  0.309

Forces on atoms 1 to 3 (eV/Å):
0.377 0.178 -0.530
0.851 0.247 -0.660
0.514 -0.351 0.249

---

# 4
ORCA calculation (ωB97M-V/def2-TZVPD) on 4 unconnected molecules or ions with the total composition C43H67N4O4P2S2 in a non-equilibrium geometry.

The value obtained for the maximum force is 0.05697 hartree/bohr. The HOMO energy comes out at -10.56 eV. The charge is +1. For the calculated total energy, the calculation gives -3677.465360 hartree. The value obtained for the HOMO-LUMO gap is 0.2290 hartree.

Last column: Mulliken charge in e.
Element x y z (Å)
C: -7.279582 2.282869 -5.741682  -1.103
C: -6.893279 3.109891 -4.501110  -0.377
C: -5.643242 3.962608 -4.706973  -1.009
C: -4.319450 3.193938 -4.553767  0.338
C: -3.877223 2.482502 -5.831298  -0.684
C: -2.416391 2.032976 -5.825934  -0.808
C: -2.230626 0.635275 -5.252493  -0.105
C: -0.767833 0.155867 -5.251450  -1.294
C: -0.273269 -0.311289 -3.867015  0.129
C: 0.735430 0.624153 -3.223021  -0.313
C: 1.299775 0.100872 -1.897505  -1.995
C: 0.280008 -0.288365 -0.827974  -0.253
C: -0.429938 0.852091 -0.059515  3.212
P: 0.399698 2.549001 -0.428275  0.121
P: -0.983113 3.876370 -1.413435  0.707
O: -1.632362 3.216117 -2.549667  -0.106
O: -2.056071 4.565133 -0.445703  -0.586
O: -0.031088 5.050966 -1.834783  -0.517
C: -1.889534 1.015927 -0.309688  -2.247
O: -2.591561 0.737890 -1.448562  -0.343
C: -2.895166 -0.539968 -1.532772  0.342
N: -2.877364 -1.705668 -1.654890  -0.396
N: -2.545842 1.471829 0.692100  0.194
C: -1.690906 1.667862 1.911534  -0.956
N: -1.446808 3.004518 2.350921  -0.399
C: -0.498981 0.738558 1.512271  -0.134
C: -0.904834 -0.634306 2.060670  -0.415
C: 0.166733 -1.734074 2.077963  -1.486
C: -0.352951 -2.992838 1.362657  -0.515
S: -1.558043 -3.827291 2.454763  -0.191
C: -3.134573 -3.808755 1.600421  -0.269
S: -4.034764 -2.473556 1.418014  -0.170
N: -3.563150 -5.073754 1.156657  0.220
C: -3.434449 -5.172136 -0.307112  -0.105
C: -4.182217 -6.347816 -0.926309  -1.418
C: -4.887759 -5.466303 1.683386  -0.415
C: -5.058072 -5.142160 3.165616  -1.244
H: -6.773160 1.325214 -5.708003  0.272
H: -6.975559 2.804498 -6.642161  0.259
H: -8.345458 2.092205 -5.777059  0.362
H: -7.735277 3.729728 -4.209399  0.392
H: -6.703731 2.424114 -3.676805  0.199
H: -5.652068 4.726580 -3.929732  0.314
H: -5.676966 4.490927 -5.656585  0.424
H: -4.502938 2.435381 -3.792929  -0.124
H: -3.570268 3.893442 -4.200324  0.174
H: -4.484935 1.589412 -5.938512  0.043
H: -4.051621 3.138305 -6.679659  0.491
H: -2.090072 1.976654 -6.865210  0.413
H: -1.750507 2.745075 -5.344441  0.304
H: -2.670590 0.589174 -4.256173  -0.021
H: -2.821778 -0.027120 -5.880387  0.471
H: -0.682606 -0.687962 -5.922530  0.317
H: -0.144249 0.976502 -5.592158  0.551
H: 0.220732 -1.276173 -3.966601  0.470
H: -1.134194 -0.473948 -3.230523  -0.305
H: 1.585485 0.665393 -3.901332  0.572
H: 0.380844 1.650047 -3.138388  0.039
H: 1.824908 -0.818245 -2.153755  0.560
H: 2.066829 0.754621 -1.500408  0.523
H: 0.774200 -0.939508 -0.124524  -0.208
H: -0.478674 -0.902077 -1.297217  0.128
H: 0.676682 3.026591 0.863293  -0.310
H: -2.913255 4.132071 -0.505779  0.335
H: -0.325369 5.357870 -2.705375  0.370
H: -3.550057 1.594213 0.626844  0.440
H: -2.284242 1.235239 2.706979  0.937
H: -2.252951 3.355568 2.850634  0.342
H: -1.254739 3.663263 1.607395  0.241
H: 0.408285 1.112941 1.971033  0.786
H: -1.263718 -0.513827 3.074416  0.436
H: -1.763335 -0.984548 1.491342  -0.209
H: 0.351191 -2.047721 3.099688  0.576
H: 1.123927 -1.417258 1.675143  0.854
H: -0.832650 -2.732632 0.424889  -0.070
H: 0.444534 -3.696730 1.156250  0.696
H: -3.745141 -4.255556 -0.807744  0.305
H: -2.376070 -5.306177 -0.527248  0.297
H: -4.223976 -7.220137 -0.289642  0.340
H: -5.205370 -6.050105 -1.135081  0.327
H: -3.731066 -6.568695 -1.885553  0.422
H: -4.991197 -6.536853 1.585710  0.431
H: -5.669099 -4.964086 1.112219  0.366
H: -5.828956 -5.780828 3.577000  0.417
H: -4.126156 -5.239556 3.711185  0.289
H: -5.430135 -4.128362 3.267616  0.299
C: 5.140189 -2.180473 5.151649  -0.407
C: 5.700431 -1.857136 3.923701  -0.416
C: 5.107977 -2.303566 2.750809  -0.623
C: 3.950485 -3.067087 2.807774  -0.338
C: 3.387292 -3.387964 4.035875  -0.365
C: 3.984401 -2.947460 5.208372  -0.522
H: 5.605375 -1.835785 6.065940  0.389
H: 6.601464 -1.259456 3.879665  0.561
H: 5.550283 -2.057154 1.793832  0.416
H: 3.487177 -3.414499 1.891826  0.454
H: 2.484355 -3.984775 4.079673  0.471
H: 3.550445 -3.202859 6.166217  0.386
C: 3.506844 6.069032 4.484618  -0.446
C: 4.122121 6.316722 3.265168  -0.389
C: 3.508813 5.923715 2.085016  -0.625
C: 2.275314 5.289776 2.126544  0.028
C: 1.657362 5.043041 3.345100  -0.112
C: 2.275939 5.430600 4.525339  -0.539
H: 3.987715 6.374235 5.404306  0.367
H: 5.080913 6.816637 3.234999  0.376
H: 3.990660 6.112268 1.134664  0.381
H: 1.795519 4.988222 1.203080  0.326
H: 0.694356 4.547866 3.377850  0.284
H: 1.798289 5.236117 5.476582  0.386
C: 10.957693 -2.770047 1.844190  -0.360
C: 11.452595 -2.023316 2.903985  -0.374
C: 10.694480 -1.864481 4.055531  -0.407
C: 9.443775 -2.458509 4.149483  -0.426
C: 8.949688 -3.207424 3.090635  -0.284
C: 9.705226 -3.360940 1.936727  -0.502
H: 11.548851 -2.892420 0.946056  0.364
H: 12.430426 -1.565396 2.832862  0.362
H: 11.079327 -1.279017 4.880360  0.364
H: 8.853965 -2.339340 5.049873  0.420
H: 7.974903 -3.672487 3.165582  0.487
H: 9.318666 -3.942502 1.109678  0.363

Forces on atoms 1 to 3 (eV/Å):
0.222 0.128 0.553
-0.012 -0.231 -0.670
0.059 -0.092 0.747